1.
A molecular structure, C18H28N4O2S2SbSn, computed with wB97M-V/def2-TZVPD.

Each line ends with the Löwdin charge.
Element x y z (Å)
Sn: 0.758 -0.588 1.078  1.336
C: 5.772 1.437 -0.493  -0.071
C: 5.260 0.014 -0.755  -0.194
C: 3.824 -0.108 -0.541  -0.175
N: 2.690 -0.208 -0.409  0.033
H: 6.830 1.480 -0.744  0.084
H: 5.651 1.687 0.559  0.067
H: 5.243 2.169 -1.102  0.084
H: 5.738 -0.689 -0.072  0.127
H: 5.466 -0.303 -1.778  0.129
C: -5.032 1.441 -1.362  -0.197
C: -4.701 0.124 -0.662  -0.453
Sb: -2.677 0.084 0.077  1.292
C: -2.800 -1.801 1.164  -0.473
C: -4.125 -2.153 1.841  -0.178
C: -2.916 1.549 1.662  -0.452
C: -4.237 1.564 2.429  -0.174
H: -6.079 1.456 -1.671  0.074
H: -4.421 1.587 -2.254  0.065
H: -4.871 2.300 -0.706  0.057
H: -4.807 -0.723 -1.340  0.052
H: -5.351 -0.045 0.196  0.041
H: -1.989 -1.812 1.893  -0.015
H: -2.554 -2.556 0.412  0.041
H: -4.405 -1.427 2.604  0.044
H: -4.061 -3.131 2.324  0.074
H: -4.940 -2.201 1.119  0.062
H: -2.759 2.510 1.166  0.040
H: -2.071 1.408 2.336  0.005
H: -5.085 1.744 1.767  0.059
H: -4.237 2.361 3.177  0.074
H: -4.421 0.627 2.955  0.043
N: 4.802 4.674 6.555  0.130
C: 4.495 3.573 5.815  -0.302
C: 4.445 2.303 6.410  -0.014
C: 4.124 1.191 5.662  -0.084
C: 3.851 1.331 4.305  -0.344
C: 3.896 2.586 3.694  -0.058
C: 4.213 3.695 4.441  -0.016
S: 3.483 -0.069 3.344  0.576
O: 3.499 -1.230 4.184  -0.283
O: 4.290 -0.049 2.156  -0.309
N: 1.919 0.204 2.814  -0.303
C: 0.889 0.067 3.732  -0.777
S: 0.886 0.272 5.439  1.128
C: -0.793 -0.135 5.472  -0.351
C: -1.238 -0.390 4.229  -0.228
N: -0.283 -0.260 3.239  -0.133
H: 5.079 4.585 7.514  0.105
H: 4.924 5.565 6.113  0.104
H: 4.664 2.202 7.466  0.119
H: 4.100 0.206 6.112  0.117
H: 3.683 2.679 2.636  0.117
H: 4.252 4.672 3.972  0.117
H: -1.339 -0.175 6.402  0.080
H: -2.248 -0.663 3.959  0.107

Atomic forces in eV per Å
Sn 0.1 -0.3 0.3
C -0.1 0.0 0.0
C 0.0 0.1 0.1
C 0.2 0.0 -0.1
N -0.1 0.2 0.1
H 0.0 0.0 0.0
H 0.0 0.0 0.0
H 0.0 0.0 0.0
H 0.0 -0.1 0.0
H 0.0 0.0 0.0
C 0.0 -0.1 0.0
C 0.2 0.1 -0.1
Sb 0.0 0.0 0.3
C -0.2 0.1 -0.1
C 0.1 0.0 -0.1
C -0.2 -0.1 -0.1
C 0.1 0.1 0.0
H 0.0 0.0 0.0
H 0.0 0.0 0.0
H 0.0 0.0 0.0
H 0.0 0.0 0.0
H 0.0 0.0 0.0
H 0.1 0.0 0.0
H 0.0 0.0 0.0
H 0.0 0.0 0.0
H 0.0 0.0 0.0
H 0.0 0.0 0.0
H 0.0 0.0 0.0
H 0.0 0.0 0.0
H 0.0 0.0 0.0
H 0.0 0.0 0.0
H 0.0 0.0 0.0
N -0.1 0.0 -0.1
C 0.0 0.0 0.0
C 0.0 0.1 0.1
C 0.1 0.0 -0.1
C -0.1 0.0 0.0
C 0.0 -0.1 0.1
C 0.0 0.0 0.0
S 0.0 0.2 0.0
O -0.1 0.0 0.0
O -0.1 0.0 -0.2
N -0.2 -0.3 -0.1
C 0.3 0.1 0.2
S 0.1 0.0 0.0
C 0.1 0.0 0.0
C -0.2 0.1 -0.2
N 0.0 0.0 0.0
H 0.0 0.0 0.0
H 0.0 0.0 0.0
H 0.0 0.0 0.0
H 0.0 0.1 0.0
H 0.0 0.0 0.0
H 0.0 0.0 0.0
H 0.0 0.0 -0.1
H 0.0 0.0 0.0

The calculation puts the LUMO energy at -0.1637 hartree. Its charge is +1. The gap between HOMO and LUMO is 6.22 eV.

2.
A single C16H18BrFN2O3 molecule, computed with wB97M-V/def2-TZVPD.

Each line ends with the Löwdin charge.
Element x y z (Å)
O: -1.942 2.820 -0.561  0.080
C: -1.949 1.617 -0.686  -0.463
C: -1.738 0.909 -2.010  -0.101
C: -0.325 0.316 -2.036  -0.196
C: -0.095 -0.600 -3.234  -0.202
C: 1.299 -1.229 -3.238  -0.167
C: 1.576 -2.156 -2.045  -0.107
N: 2.219 -1.485 -0.929  0.042
C: 1.620 -1.244 0.284  -0.426
O: 0.469 -1.495 0.542  0.085
C: 2.643 -0.606 1.196  -0.059
C: 3.907 -0.491 0.354  -0.061
C: 3.551 -1.116 -0.978  -0.422
O: 4.267 -1.284 -1.927  0.118
N: -2.111 0.738 0.351  0.146
C: -2.242 1.017 1.704  -0.151
C: -2.131 2.292 2.256  0.004
C: -2.259 2.486 3.619  -0.124
C: -2.498 1.405 4.450  -0.689
Br: -2.665 1.672 6.325  0.724
C: -2.624 0.124 3.938  -0.055
C: -2.497 -0.047 2.577  -0.207
F: -2.638 -1.287 2.060  0.072
H: -2.477 0.114 -2.129  0.123
H: -1.864 1.631 -2.816  0.125
H: -0.181 -0.258 -1.123  0.073
H: 0.405 1.129 -2.047  0.133
H: -0.223 -0.031 -4.157  0.116
H: -0.844 -1.395 -3.228  0.117
H: 1.406 -1.817 -4.151  0.114
H: 2.062 -0.450 -3.263  0.114
H: 2.252 -2.955 -2.362  0.130
H: 0.650 -2.595 -1.666  0.131
H: 2.772 -1.235 2.078  0.130
H: 2.263 0.358 1.539  0.130
H: 4.216 0.542 0.189  0.129
H: 4.759 -1.020 0.782  0.128
H: -2.092 -0.251 0.133  0.142
H: -1.949 3.129 1.603  0.105
H: -2.171 3.478 4.033  0.102
H: -2.818 -0.726 4.572  0.116

Atomic forces in eV per Å
O 0.1 0.4 0.0
C -0.2 -0.3 -0.4
C 0.3 0.2 0.0
C -0.2 -0.2 -0.3
C 0.3 0.1 0.2
C -0.2 -0.1 0.0
C 0.0 -0.1 -0.3
N -0.2 -0.2 -0.3
C 0.0 0.1 0.3
O -0.2 -0.1 0.2
C 0.0 0.1 0.2
C 0.2 0.1 0.1
C 0.2 0.1 0.3
O 0.1 -0.1 -0.2
N -0.1 -0.6 0.0
C 0.0 0.0 0.5
C 0.0 0.0 -0.1
C 0.0 -0.2 0.3
C 0.0 0.1 0.1
Br 0.0 0.0 -0.2
C 0.0 0.0 -0.1
C 0.0 0.3 0.0
F 0.1 0.1 -0.1
H 0.0 0.0 0.0
H -0.1 0.0 0.1
H 0.1 0.0 0.0
H 0.1 0.0 0.1
H -0.1 0.0 -0.1
H -0.1 0.0 0.0
H 0.1 0.0 0.0
H 0.1 0.0 -0.1
H -0.1 0.0 0.1
H 0.1 0.0 0.0
H -0.1 0.0 0.0
H -0.1 -0.1 0.0
H 0.0 0.0 0.0
H 0.0 0.0 -0.1
H 0.0 0.2 0.0
H 0.0 0.0 0.0
H 0.0 0.1 0.0
H 0.0 -0.1 0.0

The calculation puts the LUMO energy at 0.0223 hartree. The SMILES is O=C(CCCCCN1C(=O)CCC1=O)Nc1ccc(Br)cc1F. The gap between HOMO and LUMO is 9.08 eV.

3.
A single C4H6FNOS molecule, computed with wB97M-V/def2-TZVPD.

Each line ends with the Löwdin charge.
Element x y z (Å)
C: 1.804 -1.042 0.716  -0.052
O: 1.556 -0.176 -0.403  -0.115
C: 0.303 0.379 -0.487  -0.297
C: -0.780 -0.564 -0.835  -0.232
N: -2.018 -0.589 -0.540  -0.369
S: -2.706 0.641 0.373  0.741
C: 0.163 1.691 -0.311  -0.113
F: 1.193 2.455 -0.041  0.078
H: 2.852 -1.354 0.703  0.092
H: 1.715 -0.417 1.610  0.095
H: 1.116 -1.897 0.745  0.092
H: -0.496 -1.420 -1.434  0.120
H: -3.941 0.063 0.301  -0.122
H: -0.762 2.231 -0.396  0.084

Atomic forces in eV per Å
C -0.1 0.8 0.3
O 0.3 -0.3 -0.4
C 0.2 -0.6 0.4
C -0.2 -0.1 0.0
N 0.2 0.2 -0.1
S -0.9 -0.3 0.1
C -0.7 -0.6 -0.2
F 0.9 0.6 0.3
H -0.3 -0.1 -0.5
H -0.3 -0.3 0.2
H 0.2 0.2 0.0
H 0.5 -0.1 -0.1
H 0.5 0.4 0.2
H -0.2 0.1 -0.1

The calculation puts the LUMO energy at 0.0227 hartree. The SMILES is COC(/C=N\S)=C\F. The gap between HOMO and LUMO is 9.54 eV.

4.
2 unconnected molecules or ions with the total composition C2H5Br2OP, computed with wB97M-V/def2-TZVPD.

Each line ends with the Löwdin charge.
Element x y z (Å)
C: -0.495 0.689 0.459  -0.078
C: -1.022 0.838 1.710  -0.090
O: -3.518 -1.167 -1.290  -0.473
P: -4.906 -0.418 -0.828  0.093
Br: -5.162 -1.256 1.273  0.120
Br: -4.157 1.638 -0.507  0.232
H: -0.069 -0.280 0.427  0.025
H: -2.824 -1.406 -0.672  0.031
H: -0.659 1.292 -0.397  0.030
H: -1.472 1.742 2.169  0.046
H: -0.829 0.083 2.538  0.064

Atomic forces in eV per Å
C -1.8 -0.7 3.5
C 1.0 0.5 0.4
O -1.6 0.4 -0.7
P 2.4 0.8 -1.6
Br -0.5 -1.6 2.2
Br -0.2 0.5 -0.7
H 0.8 -0.7 -1.1
H 0.0 0.0 0.8
H 0.1 0.6 -0.4
H 0.0 -0.5 -1.0
H -0.2 0.7 -1.5

The calculation puts the LUMO energy (alpha / beta) at 0.0125 / -0.1445 hartree. Its expectation value of S² is 2.008. As for the spin multiplicity: 3. The gap between HOMO and LUMO (alpha / beta) is 6.17 / 6.32 eV.

5.
2 unconnected molecules or ions with the total composition C5H10, computed with wB97M-V/def2-TZVPD.

Each line ends with the Löwdin charge.
Element x y z (Å)
C: -1.750 0.330 0.655  -0.030
C: -1.138 -0.818 0.932  -0.256
C: -0.474 -1.703 -0.082  -0.126
H: -1.807 0.709 -0.364  0.052
H: -2.223 0.929 1.429  0.051
H: -1.113 -1.166 1.966  0.093
H: -0.995 -2.665 -0.161  0.072
H: 0.563 -1.919 0.202  0.068
H: -0.458 -1.232 -1.070  0.069
C: 1.253 1.604 -1.054  -0.077
C: 1.884 0.906 -0.117  -0.083
H: 1.734 1.881 -1.989  0.046
H: 0.225 1.931 -0.916  0.034
H: 1.386 0.636 0.812  0.040
H: 2.912 0.576 -0.242  0.047

Atomic forces in eV per Å
C 0.1 -0.2 0.0
C -0.1 0.1 0.0
C 0.0 0.0 -0.1
H 0.0 -0.1 0.1
H 0.1 -0.1 -0.1
H 0.0 0.1 -0.1
H 0.1 0.1 0.0
H -0.2 0.0 0.0
H 0.0 -0.1 0.1
C 0.1 -0.1 0.1
C -0.1 0.1 -0.1
H 0.0 -0.1 0.1
H 0.2 -0.1 0.0
H 0.1 0.1 -0.2
H -0.1 0.1 0.0

The calculation puts the LUMO energy at 0.0472 hartree. The SMILES is C=CC.C=C. The gap between HOMO and LUMO is 10.96 eV.

6.
A single C3H3NO3 molecule, computed with wB97M-V/def2-TZVPD.

Each line ends with the Löwdin charge.
Element x y z (Å)
O: 2.022 -0.114 1.154  0.103
C: 0.980 -0.137 0.356  -0.451
C: 0.814 -0.660 -0.850  -0.094
N: -0.492 -0.414 -1.263  0.132
C: -0.986 0.233 -0.245  -0.482
O: -2.214 0.679 -0.104  0.155
O: -0.152 0.470 0.801  0.200
H: 2.537 -0.929 0.767  0.186
H: 1.452 -1.340 -1.448  0.129
H: -2.645 0.269 -0.850  0.121

Atomic forces in eV per Å
O 2.5 -2.6 -0.2
C 0.0 0.2 -0.1
C 0.2 -1.3 -1.4
N -1.1 0.8 1.4
C 0.9 -0.5 -0.8
O -0.2 0.3 0.4
O -0.3 -0.3 -0.9
H -0.8 2.4 1.6
H -0.3 0.9 0.6
H -0.9 0.0 -0.5

The calculation puts the LUMO energy at 0.0193 hartree. The SMILES is Oc1cnc(O)o1. The gap between HOMO and LUMO is 8.83 eV.

Table of ΔE to the lowest compared entry with this formula, charge and spin (kJ/mol), in record order: 113.9 15.6 263.8 88.5 169.4 159.0